[1]
Computed, not measured: a 11-piece molecular cluster, C17H56N4O11 overall, with ωB97M-V with the def2-TZVPD basis set.

Last column: Mulliken charge in e.
Element x y z (Å)
C 3.403 -5.511 -1.385  -1.571
H -0.300 3.480 1.472  0.372
C -1.420 -2.674 -3.268  0.567
H 0.934 -3.601 -2.029  0.312
O -1.841 2.444 5.545  -0.573
H -1.677 -4.594 -3.670  0.260
H 3.306 -2.197 2.406  0.416
H -2.783 0.026 2.039  -0.161
N -1.909 -3.655 -3.960  -0.415
O -0.526 -2.779 -2.432  -0.986
H 2.763 -3.311 3.689  0.412
H 0.710 4.451 -3.214  0.238
C -3.474 0.829 1.783  -0.122
H -3.216 -3.943 -0.067  0.321
C 3.228 -2.958 -1.420  -0.929
H 3.940 -2.853 -0.599  0.329
H 1.650 3.750 4.657  0.280
H -3.998 2.754 -3.641  0.314
O -1.012 3.393 0.830  -0.463
H 0.083 0.066 1.508  -0.365
C 2.529 -4.303 -1.159  1.196
O -1.018 0.687 -1.343  -0.528
O 1.500 -4.376 -2.107  -0.483
H -2.986 1.576 1.157  0.205
O -4.566 0.225 1.097  -0.566
H -1.590 0.553 4.911  0.284
H -3.772 1.330 2.705  0.393
H 2.848 -6.400 -1.085  0.390
C -0.411 3.904 -0.368  -0.556
H 1.871 5.118 -1.969  0.221
H 2.820 3.170 3.404  0.375
N -0.213 0.688 0.769  0.778
O -3.183 2.145 -1.904  -0.551
H -0.078 1.311 5.290  0.409
H 3.745 -5.672 -2.407  0.350
H -2.301 2.116 -3.818  0.231
H 2.410 1.280 -3.110  0.446
H -0.932 1.729 3.779  -0.130
H 1.673 2.113 3.955  0.046
C -1.053 1.498 4.839  -0.287
H 2.651 3.448 -4.399  0.269
H -4.347 -1.594 1.027  0.344
N -2.006 -1.501 -3.516  -0.258
C 1.932 2.198 -2.767  -1.055
H -2.511 -3.506 -4.755  0.176
H 2.039 5.458 -3.713  0.478
H 1.844 2.250 -1.682  0.028
C 1.739 4.715 -2.973  -1.206
O 3.835 3.478 -2.766  -0.559
C -3.271 2.003 -3.332  -0.636
H -1.394 3.290 5.463  0.291
H 2.564 -0.325 2.282  0.207
H 1.703 -1.216 4.249  0.391
H -0.196 -2.733 4.127  0.522
H 0.090 4.873 -0.357  0.503
H -0.376 1.673 0.928  -0.337
H -2.793 -1.416 -4.140  0.159
C 2.561 3.452 -3.312  0.528
H -0.562 -1.664 -1.134  -0.141
H -2.931 -2.242 -0.475  0.016
H -0.724 -1.221 3.301  0.121
H 0.897 2.086 -3.093  0.220
H 0.401 3.203 -0.568  -0.030
H -3.652 1.025 -3.630  0.173
H -1.495 -0.740 -3.088  0.038
H 3.733 -2.829 -2.377  0.295
C 1.429 -1.610 3.268  0.749
H -5.268 0.879 1.057  0.282
O 1.632 -0.551 2.330  -0.556
H -2.456 1.576 -1.625  0.545
H -2.466 -2.828 1.143  0.066
N -0.373 -1.140 -0.288  0.368
H 2.507 -2.140 -1.438  0.106
C -3.190 -2.929 0.332  -0.096
H 4.341 4.172 -3.197  0.326
O -4.318 -2.556 1.002  -0.615
C 1.782 3.176 3.740  -0.586
H 4.295 -5.453 -0.760  0.373
H 2.028 -3.302 2.071  0.125
H -0.317 -2.580 2.397  0.194
C -0.013 -2.048 3.300  -1.249
C 2.441 -2.677 2.863  -1.414
C -0.560 0.117 -0.366  0.724
H 1.606 4.213 2.147  0.277
H 0.101 -1.503 0.524  -0.248
H 2.085 -4.315 -0.163  -0.152
H -1.155 3.847 -1.162  0.302
O 0.985 3.675 2.644  -0.517

Summary:
Highest occupied orbital energy (eV): -9.1
ΔE to the lowest compared entry with this formula, charge and spin (kJ/mol): 83.93
SMILES: NC(N)=O.NC(N)=O.CC(C)O.CC(C)O.CC(C)O.CO.CO.CO.CO.CO.CO
Maximum force (eV/Å): 4.6

---

[2]
Computed, not measured: C19H13F3FeNO5S as an isolated structure, with ωB97M-V with the def2-TZVPD basis set.

Last column: Mulliken charge in e.
Element x y z (Å)
C -0.176 1.400 1.983  1.304
C 0.753 -2.817 -1.184  -0.105
F -1.936 0.838 -2.999  -0.242
N -0.441 0.266 1.310  0.361
H -0.178 -2.276 -1.226  0.585
C 3.149 -2.852 -1.016  -0.519
C -0.274 2.330 -0.235  0.824
C -0.051 0.153 4.018  -0.340
H -0.711 -1.769 1.321  0.553
H 4.074 -4.776 -1.169  0.393
H 0.103 0.111 5.088  0.429
H 1.929 -5.983 -1.425  0.383
C 0.017 1.365 3.357  -1.111
C 1.936 -4.906 -1.312  -0.333
C 1.953 -2.138 -1.023  0.265
C 0.254 4.901 0.644  -0.725
C -3.198 0.426 -2.722  0.786
O -4.498 -0.616 -0.663  -0.599
H -0.360 -1.973 3.785  0.425
H -0.198 -4.720 -1.440  0.426
H -0.311 3.161 -2.214  0.472
F -4.017 1.453 -2.870  -0.228
H 4.074 -2.308 -0.885  0.476
C -0.308 -1.008 3.303  -0.909
S -3.190 -0.184 -0.989  1.112
C -0.183 3.353 -1.157  -0.567
C 2.030 -0.648 -0.814  0.179
H 0.314 4.081 2.619  0.374
F -3.524 -0.528 -3.576  -0.220
O -2.088 -1.164 -1.018  -0.676
O 0.949 0.060 -1.089  -0.661
C 0.082 4.645 -0.710  -0.752
C -0.094 2.578 1.122  0.486
O 3.059 -0.136 -0.440  -0.641
C 0.743 -4.199 -1.319  -0.828
H 0.459 5.908 0.980  0.402
O -2.646 1.003 -0.272  -0.613
C -0.501 -0.907 1.940  -0.175
H 0.229 2.276 3.896  0.402
C 0.170 3.870 1.567  -0.746
H 0.157 5.455 -1.423  0.415
Fe -0.693 0.506 -0.577  0.449
C 3.141 -4.229 -1.167  -0.510

Summary:
Highest occupied orbital energy (spin up / spin down) (eV): -9.2 / -9.2
ΔE to the lowest compared entry with this formula, charge and spin (kJ/mol): 51.49
Multiplicity: 2
<S²>: 0.767
Maximum force (eV/Å): 0.9